14
Properties=species:S:1:pos:R:3:lowdin_charge:R:1 method="wB97M-V/def2-TZVPD" e_tot_ha=-307.5920 homo_energy_ha=-0.3596 smiles="C=C.C=O.C=O" relative_energy_ev=3.278 orbital_gap_ev=10.56 fmax_ev_per_a=0.6
C -0.50 0.68 2.17 -0.09
C 0.52 0.92 1.34 -0.08
H -0.37 0.13 3.09 0.05
H -1.50 1.05 1.95 0.06
H 0.39 1.47 0.42 0.04
H 1.52 0.56 1.56 0.06
C -0.73 -1.57 -0.11 -0.15
O 0.23 -2.18 -0.54 -0.03
H -1.28 -1.92 0.79 0.08
H -1.11 -0.65 -0.59 0.07
C 0.67 0.47 -2.41 -0.12
O -0.19 1.19 -1.96 -0.03
H 0.87 -0.54 -2.00 0.07
H 1.30 0.80 -3.26 0.08